(1)
108
Properties=species:S:1:pos:R:3:forces:R:3:mulliken_charge:R:1 method="wB97M-V/def2-TZVPD" homo_energy_ev=0.52 e_above_lowest_ev=0.607 charge=-2 lumo_energy_ev=3.9869
Sn 0.510909 -1.298887 0.136146 0.02 -0.24 0.29 0.380
O -0.787016 -1.624063 4.482741 0.01 0.02 -0.04 -0.874
C -0.524351 -1.777811 3.276231 -0.07 0.01 0.04 -0.423
N 0.371767 -1.134453 2.547092 0.10 -0.07 -0.08 1.666
C 1.226453 -0.253804 3.295379 0.06 -0.04 0.03 -1.966
C 2.482229 0.061143 2.525003 0.02 -0.01 0.04 0.413
C 3.471838 0.882939 3.065059 -0.01 -0.03 0.02 -0.729
C 4.646159 1.068881 2.364275 0.01 -0.01 -0.01 -0.587
C 4.819348 0.419663 1.146047 0.00 0.01 0.02 -1.026
C 3.783188 -0.361317 0.672492 0.00 -0.02 -0.05 -0.154
N 2.638436 -0.511364 1.338034 -0.04 0.03 -0.03 0.954
C -1.229673 -2.877523 2.513863 0.00 0.01 0.00 0.051
C -2.154397 -3.700778 3.139446 0.03 -0.01 0.00 -0.509
C -2.641407 -4.789276 2.435769 -0.01 -0.01 -0.01 -0.465
C -2.177333 -5.031308 1.150970 -0.01 0.00 0.01 -1.012
C -1.274765 -4.140824 0.592402 0.01 0.01 -0.03 -0.315
N -0.839768 -3.077718 1.259145 0.00 0.03 -0.08 0.524
H 1.525440 -0.727284 4.241231 -0.01 -0.01 0.00 0.572
H 0.730991 0.679348 3.590412 0.04 -0.07 0.01 0.126
H 3.308124 1.350175 4.028758 0.00 0.00 -0.01 0.493
H 5.429724 1.700268 2.766512 0.00 0.00 0.00 0.375
H 5.735911 0.508249 0.579378 0.00 0.00 0.00 0.453
H 3.856119 -0.906813 -0.262115 -0.01 -0.01 0.02 -0.085
H -2.432119 -3.480467 4.160243 0.00 0.00 0.00 0.532
H -3.360938 -5.459336 2.892366 0.00 0.00 0.00 0.411
H -2.505907 -5.892031 0.584413 0.00 0.00 0.00 0.425
H -0.869421 -4.273870 -0.402370 -0.02 0.00 0.01 0.392
C 2.938873 -0.231585 -3.161959 -0.08 -0.06 0.03 -0.304
O 2.071306 0.811278 -2.762695 -0.23 0.33 -0.26 0.062
C 1.484756 1.409119 -3.909219 0.20 -0.06 0.16 -0.316
C 0.514716 2.515811 -3.543848 0.06 0.00 0.01 -0.487
O -0.719493 2.105124 -3.005201 0.07 -0.10 0.00 -0.025
C -1.585896 1.616320 -4.002901 -0.09 0.04 0.05 -0.335
H 3.844205 0.178447 -3.636084 0.00 -0.02 0.00 0.289
H 2.437898 -0.912129 -3.854570 -0.01 -0.02 0.00 0.240
H 3.212419 -0.810184 -2.282457 0.00 0.02 -0.01 -0.196
H 1.010112 0.638168 -4.524816 -0.07 -0.07 0.02 0.192
H 2.283323 1.876232 -4.515025 -0.03 -0.03 -0.03 0.320
H 0.333158 3.120102 -4.447996 0.07 -0.01 -0.01 0.405
H 0.975404 3.160269 -2.801911 0.12 0.14 0.21 -0.018
H -2.072074 2.454406 -4.529139 0.01 -0.04 0.01 0.279
H -2.335568 1.002724 -3.515082 -0.07 -0.05 0.02 -0.296
H -1.069162 0.989583 -4.727084 0.05 -0.15 -0.06 0.339
Se 1.903605 -3.662221 -2.078788 -0.08 0.02 0.08 -0.005
N 1.690111 -2.958222 -0.339936 0.04 0.11 0.04 0.274
C 2.656995 -3.607037 0.447460 0.01 -0.10 -0.03 0.757
C 2.698239 -3.618461 1.824176 0.00 0.01 0.02 0.012
C 3.801877 -4.167154 2.515972 -0.02 0.02 -0.01 -1.183
C 4.842936 -4.710204 1.785924 0.00 0.01 -0.02 -0.377
C 4.808918 -4.749568 0.389794 -0.01 -0.01 0.01 -0.793
C 3.704614 -4.239355 -0.330757 -0.01 0.01 0.01 0.206
N 3.593293 -4.274251 -1.664193 0.08 0.05 -0.03 -1.149
H 1.886744 -3.163897 2.380631 -0.01 0.03 0.00 0.281
H 3.823874 -4.153008 3.599758 0.00 -0.01 0.00 0.372
H 5.703845 -5.126081 2.303665 0.00 0.00 0.00 0.310
H 5.626950 -5.187415 -0.172452 0.00 0.00 0.01 0.385
C -4.747052 -0.528591 0.386413 0.04 0.03 -0.01 -0.769
Si -4.260608 1.270253 0.148702 -0.10 -0.17 -0.02 0.153
C -4.708881 1.711864 -1.618970 0.02 0.07 0.01 -1.068
C -5.317867 2.388016 1.242425 0.01 0.02 0.01 -1.122
C -2.421083 1.548987 0.405129 0.12 0.05 -0.02 -0.020
H -5.825658 -0.649468 0.246768 0.01 -0.01 0.00 0.389
H -4.487218 -0.933189 1.366466 0.00 0.00 0.00 0.349
H -4.231107 -1.141094 -0.359050 0.04 -0.01 0.02 0.042
H -5.776496 1.543302 -1.789010 0.01 0.02 0.02 0.334
H -4.157600 1.092666 -2.323892 0.04 -0.05 -0.05 0.167
H -4.486999 2.757284 -1.846845 0.00 0.00 -0.01 0.278
H -6.375192 2.277690 0.983860 0.01 0.00 -0.02 0.354
H -5.042581 3.434913 1.086177 -0.01 0.00 0.00 0.336
H -5.199088 2.173052 2.304309 -0.03 0.02 -0.01 0.351
H -2.197246 2.574171 0.086820 -0.06 0.04 0.08 0.246
H -1.907754 0.922435 -0.334883 0.03 0.02 0.00 0.081
C 1.960063 6.646275 -1.184517 0.02 0.01 0.01 -0.421
C 0.781320 6.370137 -0.500490 0.00 0.00 0.01 -0.755
C 0.609972 5.152709 0.135724 -0.02 0.00 -0.06 -0.266
C 1.612196 4.183416 0.092784 -0.05 -0.05 -0.14 0.374
C 2.793036 4.469991 -0.590193 -0.06 -0.03 -0.05 -0.142
C 2.965968 5.691146 -1.224335 -0.01 0.02 -0.02 -0.669
C 1.465334 2.874886 0.752488 -0.02 -0.14 -0.04 -0.176
C 0.391487 2.466647 1.375764 -0.17 0.24 -0.04 0.132
C -0.639765 2.227223 2.153833 0.07 -0.22 -0.01 0.328
C -1.796483 1.285354 1.802222 0.07 -0.03 -0.01 3.012
C -2.788626 1.169926 2.924271 -0.01 0.07 0.01 -0.887
C -2.660182 1.743471 4.118276 -0.03 0.00 0.00 -0.744
C -1.513517 2.589494 4.420989 0.01 0.01 0.01 -0.658
C -0.566759 2.806203 3.504891 -0.03 0.02 0.02 -0.769
H 2.089221 7.596948 -1.687330 0.00 0.00 0.00 0.371
H -0.011948 7.107570 -0.470319 0.00 0.00 0.00 0.372
H -0.313203 4.928563 0.657416 0.00 0.01 0.01 0.356
H 3.561625 3.708136 -0.646260 0.02 0.01 0.01 0.425
H 3.883545 5.890672 -1.764505 0.00 0.00 0.00 0.369
H 2.328095 2.216374 0.699273 0.03 -0.02 0.05 -0.209
H -1.335061 0.284892 1.754127 -0.09 0.14 -0.05 -1.829
H -3.630795 0.512417 2.745295 0.03 -0.01 0.00 0.490
H -3.396421 1.562367 4.892140 0.01 -0.01 0.00 0.392
H -1.428909 3.034899 5.405065 0.00 0.00 0.00 0.328
H 0.290857 3.433109 3.718690 0.00 0.01 0.00 0.463
O -1.886253 -2.215797 -1.407786 0.04 0.13 -0.10 -0.600
C -1.575716 -2.387426 -2.596029 -0.04 -0.16 0.06 -0.377
C -2.146478 -3.571573 -3.388243 0.06 -0.09 0.02 -0.339
C -1.657855 -3.299584 -4.796587 -0.03 0.00 -0.02 -0.804
C -0.721744 -2.096813 -4.604518 0.05 0.17 -0.05 0.220
O -0.103343 -1.603427 -5.544293 0.02 0.03 0.05 -0.761
N -0.722203 -1.647758 -3.321723 -0.13 0.17 -0.03 0.814
H -3.228302 -3.629383 -3.263001 -0.01 0.03 -0.01 0.297
H -1.708457 -4.479518 -2.966707 -0.04 -0.01 0.02 0.199
H -2.454784 -3.002262 -5.482447 0.01 -0.02 -0.01 0.236
H -1.109001 -4.120128 -5.258573 0.02 0.00 0.01 0.268

(2)
129
Properties=species:S:1:pos:R:3:forces:R:3:mulliken_charge:R:1 method="wB97M-V/def2-TZVPD" homo_energy_ev=-9.25 charge=0 lumo_energy_ev=-1.2774
N 3.831579 0.534126 6.422971 0.49 0.00 0.32 -0.604
C 4.516717 -0.650973 6.921330 -0.81 -0.37 -0.32 -0.946
C 4.350003 -1.940871 6.054148 0.18 0.46 0.41 -1.249
C 2.897034 -2.287044 5.993731 0.01 -0.26 0.11 0.955
C 2.067759 -1.913855 5.015888 -0.28 0.64 0.48 -0.163
C 2.416503 -1.140821 3.788672 -0.28 -1.37 -1.41 -1.059
C 2.355385 -2.144228 2.588665 0.03 -0.81 2.35 0.605
C 2.638485 -3.581890 2.919896 1.69 1.31 -1.26 -0.687
O 3.553427 -2.686447 2.172305 0.03 0.33 -1.68 -0.621
C 0.646914 -2.308741 5.137777 -0.67 -0.35 -0.51 0.248
O -0.107194 -2.338675 4.167761 0.67 0.30 0.67 -0.687
C 0.103870 -2.664481 6.490599 -0.14 -0.25 -0.19 0.187
C -1.379155 -2.486554 6.583340 -0.05 0.99 -0.15 -0.561
C -1.710012 -0.983179 6.314705 -0.55 -0.25 -0.20 -0.974
C -2.724999 -0.744189 5.191162 0.20 0.60 0.27 -0.829
C -4.078558 -1.407542 5.409810 0.38 0.44 -0.61 0.911
F -5.050394 -0.510573 5.097053 -0.22 0.03 -0.05 -0.332
F -4.270496 -1.715459 6.708739 0.03 -0.33 0.16 -0.316
C -4.353137 -2.676418 4.515247 -0.40 0.18 0.24 0.637
F -3.263945 -3.115919 3.879361 0.12 -0.06 0.23 -0.151
F -4.839480 -3.661797 5.270504 0.08 -0.19 -0.12 -0.282
F -5.252284 -2.384509 3.574501 -0.07 -0.07 -0.07 -0.282
C 0.913469 -3.092520 7.467594 -0.21 -0.15 -0.26 0.349
C 0.362823 -3.496276 8.815085 0.70 -0.12 0.70 -0.908
C 1.163435 -4.532386 9.617862 -0.02 -0.33 0.28 -1.437
C 1.171013 -5.910831 9.006936 0.07 1.01 0.29 0.608
C 2.332556 -6.497587 8.604564 1.59 0.54 0.15 -0.213
C 2.361877 -7.747374 8.068932 0.92 -0.91 -0.57 -0.771
C 1.213718 -8.472901 7.923453 0.51 -0.66 -0.36 -0.439
C 0.052815 -7.899831 8.342282 -1.23 -1.47 -0.48 -0.703
C 0.031520 -6.649367 8.856917 -1.51 0.91 0.65 -0.117
C 2.373568 -3.130598 7.137263 0.89 -0.10 0.34 0.870
O 3.193931 -3.783658 7.768184 -0.77 0.54 -0.28 -0.581
H 4.034015 0.705235 5.449784 -0.14 0.08 -0.07 0.298
H 2.837761 0.462359 6.576234 -0.09 0.05 -0.26 0.343
H 4.037115 -0.893409 7.871215 0.32 0.09 0.25 0.436
H 5.567868 -0.440767 7.102615 0.08 -0.01 -0.06 0.405
H 4.767377 -1.816268 5.057640 0.06 0.10 -0.06 0.419
H 4.915661 -2.716438 6.566893 -0.11 -0.22 -0.12 0.468
H 1.666886 -0.386202 3.563573 0.18 0.39 0.32 0.265
H 3.434649 -0.779550 3.791945 0.01 0.46 0.17 0.391
H 1.598735 -1.971953 1.847426 -0.20 0.11 -0.42 0.488
H 2.201084 -4.347901 2.307674 -0.02 -0.30 0.17 0.097
H 3.386381 -3.782779 3.668340 -1.28 -0.83 1.27 0.273
H -1.888851 -3.084122 5.831063 0.18 -0.20 0.00 0.252
H -1.787528 -2.722695 7.556318 0.12 -0.32 0.08 0.300
H -2.130019 -0.532988 7.212176 0.10 -0.05 0.16 0.527
H -0.826000 -0.394164 6.073677 0.11 -0.10 -0.03 0.391
H -2.317414 -0.954480 4.206630 0.01 -0.36 0.00 0.208
H -2.933919 0.326694 5.184584 -0.12 0.03 -0.01 0.388
H -0.650205 -3.880284 8.750571 -0.11 0.03 -0.36 0.296
H 0.290435 -2.599170 9.438641 0.02 0.11 -0.06 0.347
H 2.188113 -4.226769 9.798425 0.02 0.16 -0.12 0.468
H 0.713322 -4.626932 10.609784 -0.21 0.16 -0.02 0.533
H 3.277282 -5.988380 8.714532 -0.01 0.25 0.05 0.405
H 3.304505 -8.169359 7.749772 0.12 -0.01 0.02 0.374
H 1.247285 -9.464376 7.499487 -0.11 -0.12 -0.02 0.408
H -0.852344 -8.484113 8.253615 -0.24 0.13 0.06 0.373
H -0.926918 -6.260416 9.181897 -0.02 0.17 0.05 0.365
C -2.993096 -0.085875 0.121713 -0.03 0.35 0.01 -1.355
C -1.494324 -0.294407 0.159962 -0.41 -0.61 0.10 0.253
O -0.794432 0.871647 -0.314800 0.21 0.15 -0.08 -0.340
C -0.631085 1.846693 0.565778 -0.21 -0.57 0.03 0.317
O -1.003610 1.845808 1.701096 0.10 0.26 0.11 -0.524
C 0.166215 2.992361 -0.072331 0.39 0.63 -0.25 0.983
F -0.278590 3.285141 -1.303148 -0.13 -0.18 0.02 -0.247
F 1.461358 2.670372 -0.180087 -0.03 -0.26 0.04 -0.261
F 0.095646 4.104379 0.653531 -0.19 -0.10 0.16 -0.260
H -3.311877 0.203659 -0.880091 0.01 -0.12 -0.03 0.373
H -3.510799 -1.000902 0.407636 0.04 -0.02 -0.01 0.398
H -3.296357 0.710194 0.801702 0.01 -0.07 0.08 0.325
H -1.217827 -1.108051 -0.507380 0.18 0.19 -0.14 0.328
H -1.151290 -0.562404 1.159289 0.06 0.21 0.04 0.037
C 0.263000 6.316808 -2.530640 0.11 0.39 -0.10 -0.945
C 0.691963 5.476547 -3.713650 -0.23 -0.34 0.54 -0.241
O 0.875914 6.287766 -4.890200 0.02 0.04 -0.27 -0.223
C 2.033943 6.923391 -4.985644 -0.21 -0.42 0.39 0.232
O 2.930097 6.887573 -4.197248 0.19 0.19 -0.12 -0.522
C 2.086972 7.698487 -6.309348 -0.02 0.50 -0.47 0.980
F 0.949551 8.361915 -6.544064 -0.08 -0.09 0.10 -0.256
F 2.281835 6.857994 -7.339678 0.08 -0.19 0.28 -0.250
F 3.075284 8.586279 -6.319456 0.11 -0.12 0.18 -0.253
H -0.629716 6.893947 -2.775114 -0.06 -0.11 0.00 0.297
H 0.049960 5.684028 -1.673124 -0.01 -0.02 -0.02 0.199
H 1.039836 7.028135 -2.250038 0.06 -0.08 0.02 0.328
H -0.087281 4.759512 -3.963501 -0.01 0.11 -0.24 0.307
H 1.597947 4.911004 -3.499144 0.12 0.16 -0.09 0.342
C 1.238477 6.910912 -10.275555 -0.14 0.12 -0.54 -0.741
C 2.349182 6.281592 -11.087359 0.18 0.26 0.61 -0.331
O 1.828418 5.625327 -12.260641 0.03 -0.17 -0.20 -0.336
C 1.575224 6.404971 -13.300396 0.26 0.10 0.52 0.345
O 1.737846 7.587330 -13.355556 -0.10 0.06 -0.27 -0.515
C 1.071692 5.553706 -14.475247 -0.28 -0.27 -0.40 0.888
F 0.156340 4.661538 -14.080752 0.01 0.03 0.10 -0.234
F 2.085531 4.877913 -15.032493 0.11 0.04 0.09 -0.257
F 0.519848 6.312294 -15.417736 0.05 0.14 0.07 -0.245
H 0.485131 6.172619 -10.033262 0.10 -0.15 0.06 0.306
H 1.629004 7.332248 -9.357987 0.05 0.02 0.00 0.080
H 0.746309 7.705529 -10.838025 0.09 0.04 -0.01 0.367
H 2.844556 5.506127 -10.506443 -0.08 -0.18 -0.18 0.335
H 3.107619 7.011696 -11.367767 -0.10 0.02 -0.22 0.357
C -6.073547 5.803138 -10.833734 0.06 -0.19 0.26 -1.115
C -4.750508 6.481374 -11.116972 -0.45 0.09 -0.43 -0.205
O -3.892065 6.448271 -9.961000 0.21 0.08 0.16 -0.305
C -3.220825 5.321830 -9.767773 -0.33 0.18 -0.44 0.340
O -3.263476 4.346393 -10.454973 0.17 -0.18 0.14 -0.510
C -2.319952 5.461175 -8.532737 0.29 0.00 0.67 0.912
F -2.966413 6.023054 -7.505131 -0.13 0.05 -0.10 -0.263
F -1.256453 6.230422 -8.811832 -0.28 0.01 -0.02 -0.257
F -1.869028 4.280034 -8.121630 -0.05 -0.10 -0.20 -0.263
H -6.548113 6.244817 -9.956840 -0.03 0.09 -0.07 0.302
H -6.742528 5.905698 -11.687319 0.02 0.03 -0.01 0.374
H -5.934431 4.741875 -10.629023 0.02 -0.01 -0.10 0.319
H -4.908107 7.534497 -11.339821 0.14 0.05 0.20 0.317
H -4.246128 6.037027 -11.974113 0.11 -0.13 0.14 0.322
C -1.463439 -8.625067 0.041484 0.29 0.00 -0.16 -1.140
C -1.605653 -7.203074 0.539706 -0.50 -0.38 0.08 -0.216
O -0.329221 -6.537023 0.579890 0.18 0.20 0.07 -0.271
C 0.106639 -6.040672 -0.569220 -0.51 -0.25 0.18 0.299
O -0.454578 -6.093417 -1.621809 0.18 0.14 -0.17 -0.513
C 1.447245 -5.327401 -0.345597 0.69 0.19 -0.04 0.938
F 2.273975 -6.052321 0.417165 -0.14 -0.09 0.06 -0.266
F 1.251875 -4.150570 0.274278 -0.25 -0.02 -0.11 -0.204
F 2.070544 -5.084649 -1.490886 -0.21 -0.03 -0.12 -0.260
H -0.735069 -9.168664 0.644007 -0.08 -0.01 0.09 0.316
H -2.420928 -9.142058 0.092355 -0.01 0.03 0.03 0.374
H -1.113398 -8.646308 -0.990294 -0.09 0.04 -0.03 0.320
H -1.975365 -7.198401 1.562910 0.21 0.12 0.07 0.309
H -2.309491 -6.633189 -0.065642 0.17 0.08 -0.12 0.325

Question: The lowest charge belongs to which entry?
Answer: C44H50N6O5SeSiSn